Record 1
Density functional theory data (ωB97M-V/def2-TZVPD) for a molecular structure, C33H31IrN8O2 in a non-equilibrium geometry.

The geometry in XYZ format:
```
75
Properties=species:S:1:pos:R:3:lowdin_charge:R:1
Ir 0.815 -0.409 0.079 1.314
N 1.012 0.717 1.700 -0.075
C 0.207 1.968 1.797 -0.168
C -1.286 1.682 1.851 -0.154
C -1.876 1.222 0.525 -0.215
N -1.418 -0.141 0.168 -0.087
H 0.778 0.141 2.509 0.111
H 2.006 0.939 1.789 0.091
H 0.465 2.590 0.941 0.108
H 0.527 2.495 2.698 0.144
H -1.780 2.605 2.156 0.138
H -1.502 0.949 2.636 0.122
H -1.573 1.909 -0.265 0.110
H -2.966 1.247 0.562 0.125
H -1.815 -0.398 -0.734 0.100
H -1.779 -0.831 0.831 0.025
O -8.177 -4.463 2.260 0.227
C -7.182 -4.172 3.067 -0.462
O -7.291 -4.055 4.257 0.277
C -5.811 -3.836 2.588 -0.034
C -5.577 -2.725 1.747 0.047
C -4.293 -2.349 1.483 0.049
C -3.197 -3.022 2.105 -0.182
C -3.439 -4.183 2.883 0.039
C -4.722 -4.551 3.161 0.070
N -1.937 -2.500 1.874 0.119
C -1.020 -2.675 2.753 -0.033
C 0.442 -2.551 2.630 -0.202
C 1.053 -3.251 3.671 0.025
C 2.414 -3.533 3.676 0.024
C 3.128 -3.107 2.589 0.031
C 2.482 -2.351 1.610 -0.074
N 1.183 -2.011 1.596 -0.018
H -7.907 -4.588 1.339 0.157
H -6.409 -2.187 1.311 0.149
H -4.094 -1.531 0.806 0.120
H -2.621 -4.777 3.267 0.134
H -4.927 -5.394 3.808 0.155
H -1.294 -3.041 3.741 0.130
H 0.437 -3.625 4.477 0.131
H 2.870 -4.086 4.486 0.143
H 4.184 -3.309 2.479 0.142
H 3.074 -1.985 0.794 0.081
N 7.947 0.257 -1.923 0.206
C 6.846 0.166 -1.607 -0.160
C 5.468 0.052 -1.211 -0.209
C 4.678 -0.983 -1.710 0.001
C 3.356 -1.089 -1.310 -0.131
C 2.786 -0.191 -0.400 -0.350
C 3.579 0.875 0.030 -0.115
C 4.910 0.991 -0.351 -0.002
H 5.108 -1.695 -2.402 0.136
H 2.765 -1.905 -1.722 0.108
H 3.174 1.681 0.637 0.090
H 5.518 1.812 0.006 0.135
N 0.790 8.399 -6.092 0.208
C 0.773 7.360 -5.606 -0.155
C 0.746 6.057 -4.998 -0.197
C -0.200 5.121 -5.409 0.015
C -0.250 3.877 -4.804 0.007
C 0.659 3.585 -3.801 -0.184
C 1.623 4.495 -3.397 0.001
C 1.661 5.742 -3.997 0.011
N 0.602 2.295 -3.158 0.018
C 0.343 1.094 -3.766 0.011
C 0.347 0.153 -2.787 -0.089
N 0.587 0.783 -1.579 -0.125
C 0.741 2.072 -1.844 -0.099
H -0.899 5.373 -6.195 0.138
H -1.002 3.159 -5.107 0.124
H 2.363 4.232 -2.652 0.121
H 2.410 6.465 -3.707 0.137
H 0.229 1.001 -4.832 0.150
H 0.200 -0.913 -2.879 0.123
H 0.959 2.849 -1.132 0.141
```

As for the expectation value of S²: 0.781. Its spin multiplicity is 2. Its charge is +3. The calculation puts the highest occupied orbital energy (alpha / beta) at -15.6955 / -15.6955 eV. Its orbital gap (alpha / beta) is 5.83 / 3.40 eV.

---

Record 2
Density functional theory data (ωB97M-V/def2-TZVPD) for a molecular structure, C33H32B2F4N4O4P2S2Y in a non-equilibrium geometry.

The geometry in XYZ format:
```
84
Properties=species:S:1:pos:R:3:lowdin_charge:R:1
Y 1.125 -1.038 -0.579 1.360
C 4.194 -4.184 1.533 0.025
C 3.492 -3.113 0.773 -0.207
N 2.222 -2.974 0.689 0.032
O 1.500 -3.986 1.326 0.091
B 0.411 -4.531 0.682 -0.809
F -0.246 -5.430 1.392 0.282
F -0.587 -2.381 1.085 -0.553
O -0.057 -4.371 -0.606 0.116
N 0.431 -3.335 -1.396 0.030
C 0.338 -3.544 -2.657 -0.211
C -0.288 -4.739 -3.286 0.022
C 0.993 -2.511 -3.521 -0.262
N 1.753 -1.721 -2.866 -0.040
O 2.462 -0.816 -3.563 0.087
B 3.324 -0.002 -2.665 -1.054
F 2.431 0.627 -1.689 0.023
F 4.010 0.891 -3.397 0.236
O 4.263 -0.791 -1.819 0.090
N 3.604 -1.474 -0.871 -0.004
C 4.304 -2.182 -0.069 -0.225
C 5.795 -2.232 -0.072 0.010
C 0.802 -2.436 -4.996 0.019
H 3.498 -4.855 2.020 0.090
H 4.835 -3.722 2.287 0.107
H 4.847 -4.747 0.865 0.107
H -0.642 -5.441 -2.541 0.088
H 0.426 -5.232 -3.947 0.108
H -1.129 -4.415 -3.903 0.109
H 6.185 -1.357 -0.585 0.092
H 6.156 -3.119 -0.597 0.105
H 6.182 -2.264 0.946 0.092
H 0.373 -3.344 -5.408 0.078
H 1.752 -2.220 -5.481 0.100
H 0.135 -1.598 -5.217 0.107
S -0.715 -1.718 2.624 0.853
P -1.125 0.225 1.851 0.623
C 0.089 0.627 0.754 -0.632
P -0.556 1.452 -0.667 0.452
S -0.853 0.111 -2.159 0.352
C 0.642 2.699 -1.202 -0.371
C 1.481 3.294 -0.265 -0.098
C 2.363 4.289 -0.660 -0.066
C 2.411 4.685 -1.988 -0.066
C 1.576 4.090 -2.924 -0.060
C 0.692 3.098 -2.533 -0.088
C -2.022 2.482 -0.376 -0.348
C -3.164 2.360 -1.156 -0.093
C -4.229 3.229 -0.957 -0.066
C -4.149 4.220 0.010 -0.069
C -3.001 4.350 0.783 -0.066
C -1.938 3.484 0.590 -0.086
C -2.879 0.114 1.409 -0.350
C -3.834 0.929 2.012 -0.086
C -5.168 0.805 1.661 -0.060
C -5.557 -0.134 0.716 -0.061
C -4.608 -0.951 0.116 -0.059
C -3.271 -0.828 0.457 -0.105
C -1.043 0.985 3.485 -0.380
C -1.860 0.526 4.524 -0.117
C -1.704 1.046 5.800 -0.059
C -0.748 2.024 6.038 -0.059
C 0.064 2.478 5.007 -0.059
C -0.073 1.950 3.733 -0.076
H 1.464 2.954 0.763 0.083
H 3.021 4.746 0.067 0.107
H 3.108 5.453 -2.298 0.108
H 1.624 4.390 -3.962 0.111
H 0.054 2.616 -3.264 0.091
H -3.219 1.584 -1.909 0.078
H -5.121 3.132 -1.561 0.111
H -4.979 4.898 0.158 0.109
H -2.932 5.132 1.528 0.110
H -1.034 3.599 1.178 0.102
H -3.537 1.672 2.739 0.109
H -5.906 1.447 2.123 0.114
H -6.600 -0.230 0.446 0.111
H -4.908 -1.683 -0.621 0.112
H -2.538 -1.459 -0.027 0.077
H -2.628 -0.214 4.333 0.105
H -2.335 0.694 6.605 0.113
H -0.633 2.433 7.033 0.112
H 0.810 3.239 5.198 0.111
H 0.575 2.267 2.925 0.087
```

Its charge is +1. The calculation puts the highest occupied orbital energy at -10.5740 eV. Its orbital gap is 7.13 eV.